A structure of composition C23H15Cl2MnN6O5Se, computed with ωB97M-V/def2-TZVPD.

Values from the calculation:
HOMO-LUMO gap (spin up / spin down): 6.693 / 5.958 eV
E_LUMO (spin up / spin down): 2.0 / 2.0 eV
highest occupied orbital energy (spin up / spin down): -4.7 / -3.9 eV
charge: -1
2S+1: 2

XYZ file:
```
53
Properties=species:S:1:pos:R:3:forces:R:3:lowdin_charge:R:1
Mn -0.443 -0.729 -1.608 -0.4 0.5 0.3 0.67
N 0.658 0.798 3.486 0.1 0.0 0.0 0.13
C 0.407 1.415 2.305 0.0 0.0 0.1 -0.16
N 0.969 1.145 1.187 0.1 0.0 -0.1 0.16
C 1.855 0.077 1.142 -0.1 -0.1 0.1 -0.29
N 2.245 -0.466 0.052 -0.1 0.0 0.0 0.10
N 1.550 -0.161 -1.099 -0.2 -0.4 -0.2 -0.03
C 2.260 0.219 -2.098 0.1 0.0 -0.1 -0.07
C 1.647 0.178 -3.407 0.1 0.0 0.1 -0.25
C 2.339 0.527 -4.563 -0.1 0.0 -0.1 -0.04
C 1.727 0.329 -5.784 0.1 0.0 0.0 -0.08
C 0.454 -0.225 -5.805 -0.1 0.0 0.0 -0.04
C -0.182 -0.536 -4.615 0.0 0.1 -0.1 -0.07
N 0.395 -0.322 -3.424 -0.1 0.2 0.1 0.04
C 2.350 -0.488 2.411 0.0 0.1 0.0 -0.08
C 3.389 -1.415 2.481 0.0 0.0 0.0 -0.01
C 3.749 -1.974 3.689 0.0 0.0 0.0 -0.08
C 3.061 -1.623 4.852 0.0 0.0 0.0 -0.09
C 2.030 -0.709 4.805 0.0 0.0 0.0 -0.03
C 1.680 -0.139 3.582 0.0 0.0 0.0 -0.19
H 0.080 0.999 4.283 0.0 0.0 0.0 0.15
H -0.339 2.203 2.347 0.0 0.0 0.0 0.14
H 3.316 0.449 -1.987 0.0 0.0 0.0 0.12
H 3.341 0.928 -4.487 0.0 0.0 0.0 0.11
H 2.237 0.586 -6.704 0.0 0.0 0.0 0.10
H -0.058 -0.423 -6.736 0.0 0.0 0.0 0.11
H -1.174 -0.964 -4.606 0.0 0.0 0.0 0.08
H 3.884 -1.692 1.561 0.0 0.0 0.0 0.11
H 4.552 -2.697 3.735 0.0 0.0 0.0 0.10
H 3.332 -2.073 5.798 0.0 0.0 0.0 0.10
H 1.485 -0.437 5.701 0.0 0.0 0.0 0.11
Cl -1.371 -2.412 3.067 0.0 0.0 0.0 0.68
C -1.950 -0.964 2.296 0.0 0.0 0.0 -0.60
C -2.828 -0.131 2.998 0.0 0.0 0.0 -0.15
C -3.265 1.052 2.465 0.0 0.0 0.0 -0.63
Cl -4.369 2.057 3.380 0.0 0.0 0.0 0.63
C -2.818 1.474 1.190 0.0 0.0 0.0 -0.19
C -3.153 2.695 0.564 0.0 0.0 0.0 -0.03
C -2.584 3.011 -0.638 0.0 0.0 0.0 -0.04
C -1.668 2.118 -1.224 0.0 0.0 0.0 -0.10
N -1.353 0.977 -0.669 0.3 -0.1 -0.3 0.06
C -1.932 0.625 0.501 0.0 0.0 0.0 -0.15
C -1.500 -0.660 1.008 0.1 0.0 0.0 -0.40
O -0.707 -1.370 0.311 -0.2 0.1 -0.2 -0.09
H -3.168 -0.439 3.978 0.0 0.0 0.0 0.10
H -3.854 3.365 1.045 0.0 0.0 0.0 0.09
H -2.824 3.936 -1.144 0.0 0.0 0.0 0.10
H -1.196 2.345 -2.172 0.0 0.0 0.0 0.12
O -2.241 -0.501 -2.594 0.1 -0.2 0.3 -0.51
Se -2.533 -2.158 -2.710 0.0 -0.2 0.1 0.79
O -2.815 -2.565 -4.254 0.1 0.1 0.1 -0.49
O -0.993 -2.622 -2.224 0.3 0.0 -0.1 -0.50
O -3.672 -2.613 -1.665 0.0 0.0 -0.1 -0.47
```
Forces are in eV/Å.

***

An isolated molecule of C9H12ClN, computed with ωB97M-V/def2-TZVPD.

Values from the calculation:
HOMO-LUMO gap (spin up / spin down): 5.183 / 5.179 eV
E_LUMO (spin up / spin down): -1.3 / -1.3 eV
highest occupied orbital energy (spin up / spin down): -6.5 / -6.5 eV

XYZ file:
```
23
Properties=species:S:1:pos:R:3:forces:R:3:lowdin_charge:R:1
C -0.019 -0.530 -0.434 -1.0 1.5 -0.8 -0.06
C -1.287 -0.422 -0.201 3.6 -2.8 0.1 -0.47
C -0.342 2.284 0.283 -1.8 -1.9 -1.0 0.06
C -2.148 0.665 -0.220 -3.2 -0.5 0.2 -0.38
C 0.802 2.702 0.721 -1.1 0.5 0.9 0.10
C -3.513 0.671 -0.276 2.3 0.6 0.0 0.10
C 2.463 -0.716 -0.724 0.6 1.1 0.9 -0.12
C 1.236 -2.316 0.696 -1.7 3.1 0.6 -0.07
C 1.147 -1.437 -0.606 -0.8 -1.0 1.9 -0.43
N -1.555 1.915 -0.107 5.9 -0.1 2.3 0.13
Cl -2.282 -2.059 0.497 -0.4 0.0 -0.2 0.28
H 1.106 3.050 1.705 -1.2 -0.3 0.6 0.09
H 1.666 2.943 0.188 1.0 -0.4 -2.0 0.07
H -4.078 1.557 -0.195 -0.3 1.2 0.0 0.05
H -4.091 -0.188 -0.387 -0.4 -1.5 0.0 0.03
H 3.176 -1.291 -1.313 0.4 -0.1 0.5 0.07
H 2.869 -0.282 0.265 -0.4 -1.1 -1.4 0.10
H 2.203 0.135 -1.296 0.2 1.2 -0.9 0.04
H 0.306 -2.665 1.104 -0.6 -0.7 -0.6 0.02
H 1.476 -1.586 1.519 0.4 -0.5 -0.7 0.09
H 1.954 -3.042 0.653 1.9 -1.9 -0.1 0.04
H 1.064 -1.990 -1.560 -0.5 -0.2 0.6 0.14
H -2.154 2.602 -0.311 -2.7 3.7 -0.9 0.11
```
Forces are in eV/Å.

***

Let's list strongest force on any atom in order: 0.666 6.347 eV Å⁻¹.
Let's list total energy in order: -164984.4038 -23532.6687 eV.